Entry 1:
ORCA calculation (ωB97M-V with the def2-TZVPD basis set) on a molecular structure, C29H31ClNOV.

XYZ file:
```
64
Properties=species:S:1:pos:R:3:mulliken_spin:R:1
V -0.0527 -0.3639 -0.3957 2.535
Cl -3.7158 0.9166 4.2118 0.001
O -2.0031 1.4583 -1.8320 0.036
N -1.5393 1.6268 -4.1994 0.006
C -0.0887 -2.2824 0.6216 0.006
C -1.1158 1.6574 3.8011 0.002
C 2.0214 0.1519 -1.6884 0.010
C -2.0491 -1.1870 0.0169 0.091
C -0.8803 -0.3098 -2.9504 0.184
C -1.8555 1.2059 6.1337 -0.004
C -0.2849 -2.5046 -0.7605 -0.071
C 2.2359 0.1040 -5.9267 0.002
C -1.3889 -2.6417 -3.5897 0.007
C 3.4100 0.8444 -5.7205 -0.001
C -3.3596 -1.3164 -2.7963 0.001
C 0.4738 1.7797 5.6735 -0.004
C -0.5436 1.4648 6.5830 0.010
C -1.1407 -1.4385 1.0953 0.014
C 2.1049 2.5654 -4.6058 0.002
C 0.9224 1.8378 -4.8033 -0.003
C 1.5618 1.1856 0.3480 0.103
C 0.9895 0.6039 -5.4818 0.000
C 1.9742 -0.1654 0.6118 -0.089
C -1.6404 1.0021 -2.9542 -0.032
C 3.3454 2.0805 -5.0461 -0.001
C 0.2127 1.8914 4.3195 0.010
C -1.3993 1.7865 2.4342 0.052
C -1.8178 -1.5201 -2.6233 -0.030
C -0.3549 2.4907 -4.2832 0.011
C -2.1426 1.2849 4.7748 0.005
C 1.5513 1.3744 -1.0745 0.061
C 2.2519 -0.7982 -0.6513 -0.034
C -1.4943 -1.8218 -1.1557 0.088
H -2.6524 0.9648 6.8317 -0.001
H -2.3960 2.0567 -4.5687 0.000
H 0.7299 -2.6870 1.1995 0.009
H -0.2921 -2.7273 -3.5934 0.001
H -0.1703 2.7966 -3.2395 -0.002
H 4.3921 0.4628 -6.0379 0.000
H 2.1851 -0.5657 1.6026 -0.008
H -0.1000 0.0078 -2.1253 -0.029
H 2.3066 -0.8581 -6.4523 0.000
H -1.8170 -3.6160 -3.3120 -0.001
H -1.2638 -1.0824 2.1027 0.012
H -1.7591 -2.3943 -4.6021 0.000
H 1.4138 1.9722 1.0934 0.028
H 2.1945 -0.0070 -2.7638 -0.006
H -3.9154 -2.1960 -2.4245 0.001
H 0.0889 0.0368 -5.7356 -0.005
H 2.0152 3.5464 -4.1204 0.000
H -3.6964 -1.2600 -3.8427 0.000
H -2.3911 1.5173 2.0124 0.002
H 1.2914 2.3120 -1.5536 0.018
H 2.6848 -1.7960 -0.7762 0.002
H -0.6036 3.4290 -4.8088 0.000
H 0.3145 -3.0990 -1.4548 -0.004
H -2.9636 -0.5955 0.0609 0.013
H 4.2398 2.6881 -4.8542 0.000
H -0.3175 1.4119 7.6466 0.001
H -0.6170 2.2369 1.7849 -0.009
H -3.7937 -0.4567 -2.2688 -0.002
H -0.2053 -0.4717 -3.8222 0.008
H 0.9882 2.1708 3.5926 0.002
H 1.4897 1.9264 6.0367 0.000
```

Results
* lowest unoccupied orbital energy (alpha / beta): 2.27 / 2.27 eV
* total charge: -1
* 2S+1: 4
* frontier orbital gap (alpha / beta): 3.91 / 3.92 eV
* HOMO level (alpha / beta): -1.6 / -1.7 eV

***

Entry 2:
ORCA calculation (ωB97M-V with the def2-TZVPD basis set) on 2 unconnected molecules or ions with the total composition C29H31F3N2O2S.

XYZ file:
```
68
Properties=species:S:1:pos:R:3:nbo_charge:R:1
S -2.5035 -3.7520 -0.7098 2.097
F -5.1489 -3.3532 -0.8924 -0.313
F -4.1203 -3.6829 -2.8045 -0.315
F -3.8882 -1.7608 -1.7542 -0.335
O -1.4082 -3.4734 -1.6218 -0.985
O -2.7835 -5.1166 -0.3278 -0.923
N 2.3279 1.5035 4.1473 -0.398
N -0.1730 1.8144 -5.4067 -0.420
C -4.0216 -3.1073 -1.5949 0.730
C -0.3317 -0.6527 -0.3383 0.068
C -0.2805 1.4005 -1.7414 -0.144
C 1.7579 0.8780 3.0753 0.260
C -2.4572 -2.6361 3.1300 -0.282
C 2.5169 2.7157 6.1916 -0.411
C -0.2498 -0.7892 -2.8152 -0.124
C -0.8230 -3.8999 4.3872 -0.294
C -0.9803 -4.2177 1.9867 -0.196
C 0.5372 2.4205 -7.6048 -0.410
C -0.9492 3.0045 -5.7274 -0.203
C 2.3197 0.9768 1.7728 -0.289
C -0.2755 -0.0230 -1.6146 -0.117
C 1.5452 1.9497 5.2839 -0.208
C -0.1738 1.2262 -4.1668 0.264
C -0.0665 -0.1849 -4.0392 -0.267
C 1.6183 0.5282 0.6698 -0.135
C -0.3179 2.0005 -2.9828 -0.283
C 0.5450 0.1483 3.2199 -0.235
C -2.4296 -2.6994 0.6577 -0.895
C -0.1100 -0.3717 2.1250 -0.127
C -1.9779 -3.2019 1.9081 -0.025
C 0.6919 1.3766 -6.4840 -0.204
C -0.4002 -4.5284 3.2065 -0.215
C -0.6404 3.3183 -7.2019 -0.411
C 0.3733 -0.1756 0.7980 -0.125
C 3.9240 2.4440 5.6448 -0.409
C -1.8807 -2.9837 4.3438 -0.210
C 3.7330 1.8685 4.2305 -0.210
H 0.0641 -0.7784 -4.9454 0.224
H 1.4601 3.0041 -7.6869 0.212
H 3.9987 2.6200 3.4698 0.187
H 2.2933 3.7857 6.1471 0.211
H 0.4041 0.3759 -6.8387 0.189
H -0.9230 -1.5554 -0.2519 0.279
H -0.3196 2.0094 -0.8377 0.226
H -3.2785 -1.9151 3.0726 0.204
H -0.4175 3.0821 -3.0725 0.219
H 0.3575 1.9242 -8.5617 0.221
H -2.0272 2.8299 -5.5800 0.202
H -0.6497 -4.7136 1.0708 0.207
H 0.3970 -5.2716 3.2317 0.205
H 4.3828 0.9945 4.0647 0.207
H 0.1373 -0.0034 4.2199 0.223
H 2.3999 2.3815 7.2234 0.223
H -1.0459 -0.9142 2.2583 0.257
H -0.6650 3.8407 -5.0707 0.184
H 0.7054 2.5896 4.9691 0.202
H -0.3303 -4.1335 5.3321 0.203
H -0.3534 -1.8695 -2.7472 0.270
H 2.0179 0.6965 -0.3302 0.226
H 1.7388 1.3070 -6.1465 0.197
H -0.4153 4.3805 -7.3213 0.220
H 4.5360 3.3489 5.6304 0.221
H 1.1088 1.0853 5.8052 0.195
H -3.0237 -1.7902 0.5824 0.238
H 3.2782 1.4808 1.6499 0.221
H 4.4285 1.6950 6.2631 0.213
H -1.5130 3.0774 -7.8166 0.214
H -2.2446 -2.5283 5.2661 0.202
```

Results
* lowest unoccupied orbital energy: -1.74 eV
* frontier orbital gap: 4.05 eV
* HOMO level: -5.8 eV